No. 1
19
Properties=species:S:1:pos:R:3 method="wB97M-V/def2-TZVPD" e_homo_ev="-2.884 / -8.347" multiplicity=2 fmax_ev_per_a=9.3 lumo_ev="0.85 / 0.68" e_tot_ha=-323.66666
H 1.788 0.920 -1.640
H -1.069 -0.274 -1.788
C -0.903 -0.506 1.690
H -0.598 -2.408 1.764
H -0.131 -1.984 -0.167
C 0.358 -0.966 -0.202
C 0.068 -0.345 -1.538
H 0.503 -1.007 -2.254
N 0.684 1.896 -0.223
H 0.125 0.990 0.688
H 0.013 2.739 -0.125
H 1.410 -1.044 -0.065
H 0.061 1.868 -2.083
N -1.289 -1.687 1.888
H -1.962 -1.807 2.672
C 0.707 1.057 -1.559
N 0.090 -0.181 0.975
H 1.648 2.303 -0.157
H -1.502 0.434 2.124

***

No. 2
19
Properties=species:S:1:pos:R:3 method="wB97M-V/def2-TZVPD" e_homo_ev="-9.012 / -9.042" multiplicity=2 fmax_ev_per_a=3.2 lumo_ev="1.17 / -0.52" e_tot_ha=-323.77177
H 0.297 0.814 -0.992
H 2.398 -0.375 -0.467
N -1.528 1.827 0.646
N 1.315 -1.307 -2.132
C 0.228 -0.092 -0.309
H 2.066 -1.737 -2.640
C 0.340 0.283 1.200
C -0.914 1.023 1.796
C 1.457 -0.900 -0.752
H 0.752 -0.684 -2.688
H 0.401 -0.659 1.811
H -0.699 1.791 2.522
H -2.334 2.349 0.980
H 1.313 0.789 1.372
H 1.550 -1.737 -0.001
H -1.702 0.307 2.072
H -1.862 1.125 -0.002
H -0.858 -1.556 -1.138
N -0.952 -0.890 -0.360

***

No. 3
19
Properties=species:S:1:pos:R:3 method="wB97M-V/def2-TZVPD" smiles="NCC/C(N)=C/[NH3+]" charge=+1 e_homo_ev=-12.478 fmax_ev_per_a=2.1 lumo_ev=-3.70 e_tot_ha=-323.58884
H 0.314 2.252 -1.159
C -0.252 -0.947 -1.049
H 1.099 0.762 3.008
H 0.020 -0.072 3.897
H 0.476 1.693 1.022
H -1.379 -0.002 1.673
C 0.409 0.620 0.732
N -0.238 -1.322 -2.486
C -0.310 -0.127 1.851
C 0.037 0.306 -0.687
H -0.586 1.420 -2.300
N 0.096 1.360 -1.572
H -0.078 -0.521 -3.092
H 1.492 0.560 0.900
N 0.112 0.547 3.113
H -0.419 -1.723 -0.324
H -1.211 -1.566 -2.683
H 0.358 -2.089 -2.783
H 0.059 -1.151 1.937

***

No. 4
19
Properties=species:S:1:pos:R:3 method="wB97M-V/def2-TZVPD" charge=+1 e_homo_ev=-12.085 fmax_ev_per_a=6.9 lumo_ev=-3.15 e_tot_ha=-323.56737
H 0.300 -2.975 -0.958
H 0.994 -0.020 2.072
H -0.715 -0.922 1.852
H -0.606 -2.941 0.297
C -0.272 0.468 0.267
C 0.058 1.798 0.270
H -0.581 2.688 -1.565
H -2.030 0.563 -0.733
C 0.997 -1.675 0.603
H 1.768 -1.267 -0.074
N 0.139 2.643 -0.833
H 0.603 2.029 1.130
H -0.752 0.525 -1.839
H -0.607 -1.613 -0.707
N -0.003 -2.389 -0.314
C 0.230 -0.433 1.351
H 1.356 -2.378 1.333
H 1.006 2.806 -1.271
N -1.110 0.111 -0.922

***

No. 5
19
Properties=species:S:1:pos:R:3 method="wB97M-V/def2-TZVPD" charge=+1 e_homo_ev="-10.983 / -10.984" fmax_ev_per_a=4.6 lumo_ev="-4.35 / -4.35" e_tot_ha=-323.40449
H 1.223 0.780 3.393
H -1.910 -1.654 -0.834
H -0.699 -2.120 -3.446
H -0.726 2.116 0.610
H -0.262 0.942 2.903
C -1.135 -1.962 -1.527
H -1.900 -0.850 -2.977
N 0.815 -0.110 1.464
H 2.233 -0.437 -0.067
C 0.373 0.189 0.099
H -0.234 -2.584 -1.358
N -1.237 -1.565 -2.770
C -0.168 1.522 -0.258
H -0.883 1.487 -1.103
H 0.574 -1.076 1.741
H 0.957 1.890 1.799
N 1.740 0.237 0.409
C 0.706 0.966 2.413
H 0.535 2.230 -0.491

***

No. 6
19
Properties=species:S:1:pos:R:3 method="wB97M-V/def2-TZVPD" charge=+1 e_homo_ev=-13.874 fmax_ev_per_a=1.4 lumo_ev=-8.48 e_tot_ha=-323.44687
C -1.077 -0.627 0.674
C -1.721 -0.263 -0.707
H -3.424 -1.530 -0.560
H -1.313 1.220 1.554
C 2.364 0.104 0.037
N 3.508 0.060 -0.709
H 3.674 0.903 -1.251
H -1.177 -0.851 -1.435
H -0.213 -1.260 0.469
C -3.215 -0.476 -0.765
H -1.813 -1.140 1.295
N 1.426 0.895 -0.155
H -3.605 -0.281 -1.761
H 0.263 0.936 1.022
H 4.315 -0.147 -0.126
H 2.324 -0.727 0.766
H -1.438 0.764 -0.963
H -3.720 0.127 -0.009
N -0.604 0.508 1.396

***

No. 7
19
Properties=species:S:1:pos:R:3 method="wB97M-V/def2-TZVPD" charge=+1 e_homo_ev=-12.302 fmax_ev_per_a=2.6 lumo_ev=-3.84 e_tot_ha=-323.57833
H -1.900 -0.268 -1.706
H -0.798 -1.715 2.052
N 1.553 2.321 -1.550
N -0.267 0.855 -1.582
H 1.692 2.315 -2.545
C -0.437 -0.890 1.350
C -0.723 -1.124 -0.190
H 1.620 -0.735 1.020
C 0.676 1.649 -0.938
H 1.267 0.091 2.412
H 1.179 -1.534 2.488
N 1.031 -0.751 1.862
C -1.304 0.100 -0.901
H 0.208 -1.483 -0.630
H -1.438 -1.928 -0.251
H -1.032 -0.056 1.735
H -0.154 0.778 -2.582
H 0.724 1.592 0.148
H -1.898 0.780 -0.190

***

No. 8
19
Properties=species:S:1:pos:R:3 method="wB97M-V/def2-TZVPD" smiles="C=N[C@@](C)([NH3+])CN" charge=+1 e_homo_ev=-14.083 fmax_ev_per_a=3.9 lumo_ev=-2.99 e_tot_ha=-323.58354
C 1.083 0.645 -0.068
H -2.716 1.990 1.176
C -1.683 1.561 1.128
H 0.540 -1.903 0.754
H 0.532 -0.731 -1.588
N -0.408 -0.431 -1.595
N -1.471 0.782 0.156
H -1.016 1.869 1.844
H -1.039 -1.201 -1.674
C -0.265 0.040 -0.064
H 2.890 0.012 -0.994
H -0.590 -0.972 1.807
H 1.071 1.533 -0.568
N 1.988 -0.332 -0.595
H -0.736 0.435 -2.042
H -1.227 -1.892 0.520
C -0.374 -1.228 0.795
H 1.313 0.830 0.944
H 2.107 -1.007 0.064

***

No. 9
20
Properties=species:S:1:pos:R:3 method="wB97M-V/def2-TZVPD" smiles="NC(=O)CNCC[NH3+]" charge=+1 e_homo_ev=-13.066 fmax_ev_per_a=7.5 lumo_ev=-2.94 e_tot_ha=-398.83664
H 0.981 -2.940 -0.399
O -0.549 -0.379 1.286
H 1.917 -1.437 -1.861
H -1.547 0.803 3.055
H -0.232 2.622 -0.020
H 1.943 -0.138 -0.633
N 0.052 1.008 -1.197
H -1.741 1.747 -0.263
C -0.700 1.548 -0.057
C 1.429 -0.994 -0.960
H 0.252 -1.731 0.508
H -0.303 1.454 -1.962
H 1.861 -2.259 0.857
H -1.551 2.436 2.401
C 0.078 -0.458 -1.352
C -0.636 0.837 1.242
N -1.284 1.385 2.362
H -0.814 -0.922 -0.761
H -0.328 -0.481 -2.375
N 1.172 -2.103 0.130

***

No. 10
20
Properties=species:S:1:pos:R:3 method="wB97M-V/def2-TZVPD" charge=+2 e_homo_ev=-18.466 fmax_ev_per_a=4.2 lumo_ev=-8.34 e_tot_ha=-664.52964
N 0.923 -0.623 0.286
H 0.305 -0.923 -0.414
C -2.051 0.904 0.217
C -3.498 -1.091 -0.030
H 1.769 0.418 -2.106
H 4.046 0.303 0.862
N -2.535 -0.227 0.648
H -3.760 -1.919 0.648
H 2.796 -0.401 1.774
H -2.090 -0.519 1.583
H -2.970 -1.399 -0.964
C 2.138 -0.191 -0.014
H -4.377 -0.404 -0.222
H -1.916 3.103 0.542
H 0.991 -1.415 0.861
H 3.286 0.154 -1.798
P -1.198 2.222 -0.250
H 2.633 1.615 -1.219
C 2.434 0.495 -1.329
N 3.074 -0.101 0.924

***

No. 11
20
Properties=species:S:1:pos:R:3 method="wB97M-V/def2-TZVPD" charge=+1 e_homo_ev="-12.499 / -12.501" fmax_ev_per_a=3.0 lumo_ev="-4.47 / -4.48" e_tot_ha=-721.68550
H -0.587 -2.362 -0.277
H -0.242 0.379 -2.907
H 0.245 1.326 -0.618
C -0.566 -0.502 0.845
H -0.879 2.249 2.656
H 0.534 0.378 2.238
N -0.381 0.381 1.843
N 1.780 -1.547 -0.953
H -2.139 1.487 1.696
H 2.444 0.241 -0.268
H 2.647 -2.027 -0.671
C -1.083 1.713 1.740
C 0.456 0.314 -0.874
N 1.638 -0.294 -0.671
S -0.017 -2.114 0.903
H -0.705 2.232 0.872
H -1.496 -0.279 0.323
H 0.137 -1.148 -2.161
H -1.429 -0.181 -1.686
C -0.358 -0.243 -2.029

***

No. 12
20
Properties=species:S:1:pos:R:3 method="wB97M-V/def2-TZVPD" e_homo_ev=-9.250 fmax_ev_per_a=1.9 lumo_ev=0.71 e_tot_ha=-378.55111
H -2.658 -0.487 1.503
N -1.346 0.672 -2.107
H -1.574 1.308 -0.119
H 2.488 0.770 -1.499
N 1.175 0.402 1.546
H 2.950 1.685 -0.044
C -1.795 -1.063 1.170
H 1.877 -0.262 1.888
C -1.626 -0.918 -0.306
C -1.393 0.519 -0.857
C 2.561 0.736 -0.415
H 1.393 1.312 1.946
H -1.475 1.624 -2.441
H 3.260 -0.068 -0.138
N 1.228 0.522 0.129
N -1.602 -1.937 -1.053
H -0.915 -0.660 1.676
H 0.851 -0.347 -0.266
H -1.914 -2.112 1.429
H -1.485 -1.696 -2.040

***

Record-wise energy above the lowest of the compared OMol25 structures with the same formula, charge and spin values, in kcal/mol: 83.8; 17.8; 56.1; 69.6; 171.8; 145.2; 62.7; 59.4; 50.6; 16.3; 91.4; 54.7